[1]
The following is a DFT calculation (ωB97M-V with the def2-TZVPD basis set) of C28H25F3N5O3V as an isolated structure.

Its energy is -76874.0359 eV. The expectation value of S² is 2.013. The HOMO-LUMO gap (alpha / beta) is 7.65 / 8.18 eV. As for the highest occupied orbital energy (alpha / beta): -0.2764 / -0.2940 Ha.

The geometry in ORCA input format:
```
! wB97M-V def2-TZVPD RIJCOSX def2/J DEFGRID3
* xyz 0 3
V -0.42 -0.03 0.11
O 1.22 -1.18 0.71
N 2.17 -1.23 -0.14
N 2.12 -0.31 -1.01
O 1.17 0.61 -0.97
C 3.09 -0.24 -2.05
C 2.82 0.56 -3.14
C 3.74 0.63 -4.17
C 4.92 -0.11 -4.11
C 5.17 -0.91 -3.01
C 4.26 -0.98 -1.96
H 1.89 1.12 -3.17
H 3.54 1.25 -5.03
H 5.63 -0.05 -4.92
H 6.09 -1.48 -2.95
H 4.45 -1.60 -1.10
N -1.97 0.92 2.87
C -0.85 1.71 2.69
C -0.74 2.88 3.44
C 0.38 3.67 3.30
C 1.38 3.27 2.41
C 1.18 2.11 1.70
N 0.09 1.35 1.81
C -2.13 -0.44 2.67
C -2.97 -1.14 3.54
C -3.14 -2.49 3.37
C -2.45 -3.14 2.35
C -1.65 -2.38 1.52
N -1.51 -1.05 1.66
H -2.60 1.29 3.57
H -1.53 3.16 4.13
H 0.49 4.58 3.87
H 2.28 3.85 2.27
H 1.90 1.77 0.96
H -3.47 -0.61 4.34
H -3.78 -3.05 4.04
H -2.54 -4.20 2.18
H -1.12 -2.81 0.68
C -2.95 3.03 -1.20
C -2.25 1.71 -1.49
C -1.24 1.85 -2.63
O -1.63 1.25 -0.31
H -3.49 3.39 -2.07
H -2.21 3.78 -0.90
H -3.66 2.90 -0.38
H -3.00 0.96 -1.79
H -0.47 2.57 -2.35
H -1.74 2.21 -3.53
H -0.77 0.89 -2.84
F -1.54 -5.54 -7.66
C -1.14 -6.10 -6.49
F -1.97 -7.13 -6.25
F 0.08 -6.63 -6.73
C -1.11 -5.11 -5.37
C -0.01 -4.27 -5.23
C 0.02 -3.33 -4.22
C -1.04 -3.23 -3.31
C -2.15 -4.07 -3.47
C -2.18 -5.01 -4.49
C -0.98 -2.27 -2.24
C -0.88 -1.43 -1.37
H 0.82 -4.35 -5.92
H 0.87 -2.68 -4.10
H -2.98 -3.99 -2.78
H -3.03 -5.66 -4.60
*
```

***

[2]
The following is a DFT calculation (ωB97M-V with the def2-TZVPD basis set) of C28H26Cl6CoN4O4 as an isolated structure.

The energy above the lowest of the compared OMol25 structures with the same formula, charge and spin is 0.000 eV. Its energy is -156373.7763 eV. The expectation value of S² is 6.049. The HOMO-LUMO gap (alpha / beta) is 7.21 / 5.68 eV. As for the highest occupied orbital energy (alpha / beta): -0.1716 / -0.1725 Ha.

The geometry in ORCA input format:
```
! wB97M-V def2-TZVPD RIJCOSX def2/J DEFGRID3
* xyz -1 5
Co 0.31 -0.27 -0.32
C -1.91 -2.18 0.37
N -0.65 -1.81 1.06
C 0.15 -3.03 1.26
C -1.01 -1.10 2.28
C -1.29 -1.75 3.46
C -1.76 -1.05 4.57
C -1.98 0.31 4.45
C -1.68 0.98 3.27
C -1.13 0.32 2.16
N -0.74 0.84 0.97
C -0.72 2.18 0.58
C -0.52 3.30 1.39
C -0.35 4.56 0.82
C -0.39 4.73 -0.55
C -0.60 3.62 -1.37
C -0.77 2.37 -0.82
N -0.97 1.18 -1.61
C -2.38 0.74 -1.55
C -0.56 1.29 -3.01
H -2.45 -2.93 0.96
H -2.53 -1.30 0.26
H -1.68 -2.58 -0.62
H -0.43 -3.82 1.74
H 0.47 -3.38 0.28
H 1.02 -2.82 1.87
H -1.17 -2.83 3.51
H -1.97 -1.57 5.50
H -2.38 0.87 5.28
H -1.89 2.04 3.21
H -0.41 3.19 2.45
H -0.17 5.41 1.47
H -0.23 5.71 -0.99
H -0.61 3.75 -2.44
H -3.02 1.44 -2.09
H -2.45 -0.25 -2.00
H -2.70 0.70 -0.51
H -1.25 1.94 -3.57
H 0.44 1.69 -3.07
H -0.59 0.30 -3.45
Cl 5.37 0.27 -3.00
C 3.84 1.05 -2.59
Cl 4.18 2.65 -1.86
Cl 2.92 1.31 -4.08
C 3.02 0.21 -1.53
O 3.59 -0.73 -1.00
O 1.85 0.66 -1.36
C 2.17 -0.27 1.79
C 2.45 1.05 2.20
C 3.35 1.86 1.49
C 3.59 3.16 1.87
C 2.94 3.68 3.00
C 2.07 2.88 3.75
C 1.81 1.59 3.35
C 3.19 5.04 3.40
N 3.38 6.13 3.72
H 1.45 -0.84 2.36
H 2.73 -0.73 0.99
H 3.86 1.45 0.62
H 4.26 3.78 1.30
H 1.58 3.29 4.62
H 1.12 0.98 3.91
Cl 0.00 -4.26 -4.58
C 0.88 -3.24 -3.42
Cl 1.78 -4.29 -2.31
Cl 2.02 -2.19 -4.30
C -0.09 -2.27 -2.65
O -1.19 -2.05 -3.14
O 0.42 -1.82 -1.59
*
```

***

[3]
The following is a DFT calculation (ωB97M-V with the def2-TZVPD basis set) of a 21-piece molecular cluster, H43O21 overall in a non-equilibrium geometry.

The energy above the lowest of the compared OMol25 structures with the same formula, charge and spin is 4.283 eV. Its energy is -43688.5259 eV. The HOMO-LUMO gap is 9.69 eV. As for the highest occupied orbital energy: -0.4560 Ha.

The geometry in ORCA input format:
```
! wB97M-V def2-TZVPD RIJCOSX def2/J DEFGRID3
* xyz 1 1
O 4.08 0.47 2.24
H 4.91 0.90 2.48
H 4.34 -0.36 1.83
O -0.43 2.37 -0.27
H -0.21 1.50 0.07
H -0.12 2.56 -1.16
O -2.29 -4.11 0.75
H -2.14 -4.51 -0.12
H -2.80 -4.82 1.15
O -3.51 -1.34 0.65
H 5.01 -1.24 -0.72
H -4.89 -0.04 -2.11
O -1.98 0.84 -2.71
H -1.22 0.28 -2.47
H -1.61 1.12 -3.55
O 4.84 -0.31 -0.96
H -4.36 -1.61 0.30
H 4.35 -0.47 -1.78
O 2.34 -2.20 -2.20
H 2.63 -1.93 -1.34
H 2.98 -2.50 -2.84
O 2.44 0.62 -0.13
H 3.19 0.00 -0.21
H 2.71 1.21 0.59
O 0.40 1.58 -4.65
H 0.59 2.52 -4.59
H 0.43 1.39 -5.59
O 1.56 -0.85 2.15
H 1.00 -0.37 1.53
H 1.29 -1.77 2.12
O 3.11 3.08 -1.30
H 3.45 2.45 -0.66
H 3.81 3.71 -1.48
O -0.71 -1.22 -1.17
H -1.44 -1.68 -0.76
H -0.49 -1.81 -1.90
O -2.89 0.21 2.37
H -2.38 -0.43 2.90
H -3.51 0.46 3.08
O -2.60 3.16 1.26
H -1.77 2.90 0.79
H -2.73 4.06 0.93
O -2.64 1.02 -0.18
H -3.10 0.21 0.30
H -3.21 1.74 0.24
O 1.61 -4.47 0.49
H -2.88 -2.03 0.42
O -0.94 -0.21 4.33
H -0.87 -0.36 3.39
H -0.29 -0.79 4.72
O 0.87 4.56 1.17
H 0.79 3.60 1.25
H 1.41 4.57 0.37
O -4.63 0.83 -1.80
H -3.26 0.88 -1.00
H -4.58 1.37 -2.60
O -0.13 -3.60 -1.98
H 0.79 -3.44 -1.77
H -0.36 -4.53 -2.00
O 0.76 2.04 3.77
H 0.18 2.46 3.14
H 1.08 1.18 3.49
H 1.89 -5.15 1.09
H 2.16 -3.69 0.63
*
```

***

[4]
The following is a DFT calculation (ωB97M-V with the def2-TZVPD basis set) of a 2-piece molecular cluster, CH4N2S overall in a non-equilibrium geometry.

The energy above the lowest of the compared OMol25 structures with the same formula, charge and spin is 5.929 eV. Its energy is -14911.6758 eV. The HOMO-LUMO gap (alpha / beta) is 7.73 / 7.77 eV. As for the highest occupied orbital energy (alpha / beta): -0.2915 / -0.2765 Ha.

The geometry in ORCA input format:
```
! wB97M-V def2-TZVPD RIJCOSX def2/J DEFGRID3
* xyz 0 1
C -0.24 -1.72 -0.97
N 0.77 0.69 0.43
N -0.15 0.13 1.22
S 0.25 -0.42 -1.67
H -0.57 -2.49 -1.78
H 0.68 1.69 0.15
H 1.83 0.49 0.64
H -0.99 0.50 0.80
*
```

***

[5]
The following is a DFT calculation (ωB97M-V with the def2-TZVPD basis set) of C44H37N2OP2S2Tl as an isolated structure.

The energy above the lowest of the compared OMol25 structures with the same formula, charge and spin is 2.112 eV. Its energy is -96199.7722 eV. The HOMO-LUMO gap is 4.59 eV. As for the highest occupied orbital energy: -0.0196 Ha.

The geometry in ORCA input format:
```
! wB97M-V def2-TZVPD RIJCOSX def2/J DEFGRID3
* xyz -2 1
Tl -2.00 -0.24 0.06
S 2.98 -0.83 -1.38
C 2.63 -0.08 0.11
N 1.50 0.01 0.76
C 1.64 0.67 1.96
C 0.60 0.90 2.85
C 0.86 1.53 4.06
C 2.15 1.95 4.38
C 3.20 1.75 3.49
C 2.94 1.12 2.28
S 4.00 0.70 0.98
H -0.41 0.59 2.59
H 0.05 1.71 4.75
H 2.34 2.45 5.33
H 4.20 2.09 3.73
N -1.83 2.04 0.59
P -1.76 3.19 -0.40
C -0.62 3.10 -1.84
C 0.43 2.18 -1.75
C 1.35 2.07 -2.79
C 1.23 2.87 -3.91
C 0.18 3.77 -4.02
C -0.74 3.88 -2.99
C -1.25 4.79 0.40
C -1.03 6.00 -0.25
C -0.63 7.12 0.46
C -0.44 7.04 1.83
C -0.64 5.83 2.49
C -1.05 4.71 1.77
C -3.33 3.66 -1.28
C -4.09 4.79 -0.99
C -5.32 5.00 -1.61
C -5.79 4.08 -2.54
C -5.04 2.94 -2.82
C -3.83 2.74 -2.20
H 0.51 1.54 -0.88
H 2.14 1.33 -2.69
H 1.95 2.77 -4.72
H 0.07 4.38 -4.91
H -1.58 4.56 -3.09
H -1.17 6.08 -1.33
H -0.46 8.06 -0.06
H -0.11 7.91 2.39
H -0.47 5.75 3.55
H -1.20 3.74 2.24
H -3.73 5.51 -0.26
H -5.90 5.88 -1.37
H -6.75 4.24 -3.02
H -5.42 2.21 -3.53
H -3.25 1.84 -2.40
O -1.33 -5.09 -0.02
P 0.13 -4.79 -0.07
C 1.15 -6.30 -0.01
C 1.03 -7.20 -1.07
C 1.73 -8.40 -1.06
C 2.55 -8.72 0.01
C 2.66 -7.84 1.07
C 1.97 -6.63 1.07
C 0.64 -3.99 -1.60
C 1.91 -4.12 -2.15
C 2.26 -3.40 -3.28
C 1.34 -2.53 -3.85
C 0.08 -2.39 -3.31
C -0.28 -3.12 -2.19
C 0.68 -3.75 1.29
C -0.25 -3.42 2.26
C 0.11 -2.61 3.33
C 1.41 -2.13 3.42
C 2.34 -2.45 2.44
C 1.98 -3.25 1.37
H 0.39 -6.95 -1.91
H 1.63 -9.09 -1.90
H 3.09 -9.65 0.02
H 3.30 -8.08 1.92
H 2.06 -5.95 1.90
H 2.64 -4.78 -1.69
H 3.26 -3.48 -3.68
H 1.63 -1.93 -4.71
H -0.62 -1.67 -3.71
H -1.25 -2.98 -1.74
H -1.27 -3.78 2.15
H -0.63 -2.31 4.06
H 1.68 -1.46 4.22
H 3.33 -2.01 2.47
H 2.69 -3.43 0.57
C -2.67 -0.55 2.33
H -3.74 -0.77 2.29
H -2.53 0.42 2.81
H -2.19 -1.35 2.92
*
```

***

[6]
The following is a DFT calculation (ωB97M-V with the def2-TZVPD basis set) of C28H53MgN7O12Ti as an isolated structure in a non-equilibrium geometry.

Its energy is -93457.1357 eV. The expectation value of S² is 6.002. The HOMO-LUMO gap (alpha / beta) is 2.56 / 7.11 eV. As for the highest occupied orbital energy (alpha / beta): -0.0981 / -0.2669 Ha.

The geometry in ORCA input format:
```
! wB97M-V def2-TZVPD RIJCOSX def2/J DEFGRID3
* xyz 0 5
Ti 3.59 0.17 0.81
Mg 0.68 -2.43 1.81
O 3.68 -2.32 4.12
C 3.53 -1.51 3.03
O 4.55 -0.91 2.58
O 2.48 -1.63 2.36
H 4.57 -1.96 4.11
O -0.74 1.16 0.13
C 0.30 0.33 0.39
O 1.38 0.83 0.57
O 0.25 -0.90 0.57
H -0.24 1.97 0.26
C -4.31 1.97 0.37
C -5.75 1.72 -0.14
O -6.28 0.69 0.21
C -6.53 2.55 -1.18
H -3.66 1.51 -0.37
H -4.19 1.50 1.35
H -3.99 2.99 0.57
H -6.73 3.59 -0.93
H -7.41 1.96 -1.40
H -5.93 2.42 -2.08
C 2.04 -0.51 -2.80
C 2.94 0.46 -3.45
O 2.45 1.41 -4.11
N 4.26 0.32 -3.22
C 5.20 1.23 -3.52
H 1.03 -0.13 -2.65
H 2.37 -0.61 -1.76
H 2.15 -1.51 -3.23
H 4.62 -0.52 -2.80
H 5.74 1.45 -2.60
H 4.96 2.18 -4.00
H 6.07 0.83 -4.05
C -2.40 -0.35 2.66
C -1.17 -0.56 3.53
O -0.28 -1.36 3.26
N -1.03 0.30 4.56
C -0.12 0.17 5.71
H -2.49 0.68 2.31
H -3.29 -0.44 3.28
H -2.49 -1.11 1.89
H -1.82 0.91 4.68
H -0.84 0.17 6.53
H 0.71 0.88 5.77
H 0.33 -0.82 5.69
C -1.53 5.59 -0.03
C -0.49 4.59 -0.46
O -0.06 3.69 0.31
N -0.34 4.60 -1.81
C 0.57 3.53 -2.41
H -1.42 6.65 -0.25
H -1.61 5.55 1.05
H -2.52 5.28 -0.37
H -0.83 5.25 -2.40
H 0.80 2.64 -1.83
H 1.59 3.83 -2.65
H -0.03 3.22 -3.27
C -2.40 -5.38 1.81
C -1.92 -4.16 1.05
O -1.03 -3.41 1.49
N -2.49 -4.04 -0.14
C -2.05 -3.03 -1.18
H -2.55 -6.30 1.24
H -3.30 -5.22 2.41
H -1.65 -5.73 2.52
H -3.19 -4.71 -0.41
H -2.87 -3.14 -1.89
H -1.20 -3.25 -1.82
H -1.88 -2.04 -0.75
C 1.11 -5.46 -0.99
C 1.95 -4.29 -0.45
O 1.41 -3.50 0.40
N 3.18 -4.14 -0.82
C 4.00 -4.91 -1.78
H 0.73 -5.93 -0.08
H 1.54 -6.23 -1.64
H 0.32 -5.11 -1.64
H 3.59 -3.24 -0.61
H 4.68 -5.48 -1.14
H 4.46 -4.27 -2.53
H 3.32 -5.48 -2.41
N 2.24 3.09 2.58
C 3.40 3.84 2.69
C 3.90 3.66 4.03
C 2.96 2.91 4.69
C 1.94 2.54 3.77
H 1.76 2.89 1.71
H 3.73 4.31 1.78
H 4.76 4.12 4.49
H 3.02 2.49 5.68
H 1.15 1.82 3.92
N -1.90 0.68 -3.10
C -3.25 0.52 -3.19
C -3.57 0.47 -4.56
C -2.39 0.52 -5.21
C -1.34 0.67 -4.35
H -1.37 0.63 -2.23
H -3.92 0.50 -2.34
H -4.58 0.37 -4.94
H -2.30 0.43 -6.28
H -0.27 0.77 -4.46
*
```

***

[7]
The following is a DFT calculation (ωB97M-V with the def2-TZVPD basis set) of a 2-piece molecular cluster, C3H11N2O overall in a non-equilibrium geometry.

The energy above the lowest of the compared OMol25 structures with the same formula, charge and spin is 2.612 eV. Its energy is -8312.4208 eV. The expectation value of S² is 0.750. The HOMO-LUMO gap (alpha / beta) is 3.80 / 10.96 eV. As for the highest occupied orbital energy (alpha / beta): -0.1170 / -0.3832 Ha.

The geometry in ORCA input format:
```
! wB97M-V def2-TZVPD RIJCOSX def2/J DEFGRID3
* xyz 0 2
C 0.40 -0.14 2.20
C -0.14 0.72 1.24
O 0.00 0.33 0.07
N -0.38 2.16 1.49
H 1.47 -0.25 2.34
H 0.01 -1.12 1.94
H -0.70 2.82 0.93
H -0.51 2.37 2.46
H 0.05 0.03 3.21
C 0.48 -0.76 -2.48
N -0.38 -1.90 -1.95
H -0.95 -1.28 -1.41
H -0.85 -2.06 -2.88
H 0.14 -2.68 -1.52
H 1.29 -0.94 -3.34
H 1.06 -0.31 -1.76
H -0.17 0.02 -2.99
*
```